No. 1
114
Properties=species:S:1:pos:R:3 method="wB97M-V/def2-TZVPD" gap_ev=6.453 max_force_ha_per_bohr=0.0219 charge=+1 e_homo_ev=-9.7802
C -3.25639 -2.55183 3.58303
C -2.50162 -3.06981 2.33215
C -3.22807 -2.68506 1.05428
I -2.40676 -3.63038 -0.70089
N -3.49484 -1.26316 0.85848
C -4.62830 -0.81030 0.31398
B -5.83183 -1.67872 -0.27292
N -6.01952 -1.57647 -1.68218
O -6.55273 -2.46604 0.56878
N -4.64729 0.52060 0.30244
C -3.48920 0.90412 0.84213
N -3.09765 2.19711 1.02548
N -2.74473 -0.16934 1.15819
C -1.41079 -0.14989 1.75459
C -0.29278 -0.69370 0.87022
C 0.10946 0.24978 -0.28158
F -0.70695 1.34136 -0.28581
F 1.36160 0.69946 -0.05755
C -0.00328 -0.43001 -1.67208
F 0.43542 -1.67114 -1.59436
F -1.31101 -0.47161 -1.94107
S 0.89698 0.42333 -3.12206
F 0.99110 -0.97415 -3.87693
F 2.27321 0.11397 -2.40828
F 0.77726 1.82327 -2.39920
F -0.46864 0.69770 -3.88038
F 1.67397 1.10815 -4.30146
H -2.60199 -1.97985 4.24264
H -4.09241 -1.89868 3.32065
H -3.67428 -3.37611 4.15898
H -1.47059 -2.72468 2.33679
H -2.50935 -4.15869 2.35986
H -4.22705 -3.11733 1.11110
H -6.13581 -0.62996 -2.02875
H -6.78867 -2.14139 -2.02465
H -6.81550 -3.32749 0.15018
H -3.19356 2.67020 1.90576
H -2.64452 2.69181 0.27699
H -1.23479 0.88162 2.05481
H -1.44458 -0.72428 2.68100
H -0.54940 -1.69003 0.51234
H 0.58916 -0.81096 1.50277
C 7.50878 4.94646 -6.39740
O 7.40483 5.19597 -5.00979
C 6.14031 5.68805 -4.58907
C 5.39872 4.65947 -3.76285
N 4.96569 3.53081 -4.57891
C 4.44715 2.40169 -3.81448
C 5.39569 1.69591 -2.85122
O 6.44372 0.98205 -3.47544
C 7.59045 1.74703 -3.80214
H 8.55615 4.74258 -6.61238
H 6.91457 4.07996 -6.70822
H 7.19651 5.81722 -6.98130
H 5.54050 6.00687 -5.44690
H 6.32583 6.56631 -3.96430
H 4.51598 5.13271 -3.31914
H 6.06356 4.35582 -2.94222
H 5.74620 3.21246 -5.13827
H 4.09453 1.66284 -4.53644
H 3.56635 2.74366 -3.25844
H 4.80972 0.94220 -2.31570
H 5.79497 2.37529 -2.08957
H 7.75558 2.55461 -3.08422
H 7.52570 2.16765 -4.80949
H 8.44943 1.07665 -3.77817
C -6.35373 -6.65714 4.14348
O -6.51015 -7.61746 3.11934
C -7.84506 -8.08791 2.95002
C -8.42713 -7.60840 1.63911
N -8.65211 -6.16797 1.66031
C -8.99524 -5.58144 0.37124
C -7.97475 -5.67894 -0.75687
O -6.77950 -4.92735 -0.53001
C -5.76946 -5.58335 0.22981
H -5.28365 -6.51176 4.29004
H -6.80718 -5.69275 3.88273
H -6.78629 -7.00450 5.08544
H -8.47322 -7.78530 3.79209
H -7.80608 -9.17953 2.93552
H -9.37906 -8.11622 1.46314
H -7.73355 -7.91320 0.84291
H -7.82005 -5.71469 2.01465
H -9.20103 -4.52143 0.54677
H -9.93013 -6.02740 0.02082
H -8.43053 -5.25033 -1.65198
H -7.71399 -6.71113 -1.00469
H -5.76497 -6.65944 0.05864
H -5.88691 -5.38806 1.30012
H -4.81044 -5.16842 -0.09033
C 6.62003 5.28806 4.77429
O 5.74593 4.19513 4.56188
C 4.37433 4.54424 4.45601
C 3.86472 4.33968 3.04501
N 4.43670 5.31238 2.12604
C 4.17407 5.04862 0.71564
C 4.72975 3.76614 0.10647
O 6.13731 3.72678 0.00317
C 6.83139 3.29209 1.15896
H 7.60082 4.87750 5.00599
H 6.70931 5.92460 3.88758
H 6.29013 5.90032 5.61821
H 4.20435 5.57301 4.78669
H 3.81901 3.88079 5.12594
H 2.77506 4.45060 3.04169
H 4.09786 3.30335 2.76066
H 5.43772 5.34956 2.26815
H 4.58877 5.88592 0.14906
H 3.09009 5.06600 0.55705
H 4.36086 3.71567 -0.92289
H 4.35660 2.86624 0.61345
H 6.25489 2.55404 1.72299
H 7.08884 4.12727 1.81567
H 7.76138 2.83041 0.82852

=====

No. 2
91
Properties=species:S:1:pos:R:3 method="wB97M-V/def2-TZVPD" de_lowest_ev=2.6296 gap_ev=9.406 max_force_ha_per_bohr=0.0770 charge=+2 e_homo_ev=-13.3498
C -1.98679 3.62943 2.10836
C -1.51028 3.61737 3.51736
C -0.33209 2.66164 3.71504
C 0.82561 2.95435 2.80032
N 2.01103 2.03453 2.85827
C 2.82939 2.28971 4.15217
C 4.29509 2.53502 3.67706
C 4.33340 2.01075 2.22012
C 2.97819 2.48015 1.77039
C 1.64010 0.53504 2.77054
H -3.00794 4.08965 1.97091
H -1.95189 2.63539 1.55955
H -1.33007 4.26506 1.53848
H -2.24496 3.34685 4.27904
H -1.20186 4.62983 3.85717
H -0.70783 1.62675 3.57813
H -0.06801 2.93073 4.75923
H 1.21738 3.88224 3.02229
H 0.53775 2.84750 1.73311
H 2.64223 1.46109 4.75149
H 2.39415 3.17179 4.70200
H 5.04918 2.11027 4.35194
H 4.41728 3.66307 3.79022
H 4.51966 0.91855 2.16803
H 5.03871 2.51478 1.53230
H 2.68514 2.05813 0.88325
H 2.89810 3.53549 1.67851
H 1.19199 0.27464 3.74454
H 2.57306 0.04043 2.69722
H 1.12678 0.42782 1.85705
C -4.88522 -3.92720 5.45218
C -4.90571 -3.89902 3.91744
C -3.82763 -2.99343 3.38546
C -3.72260 -3.06875 1.84121
N -2.88882 -2.11982 1.13524
C -3.76670 -0.93830 0.95318
C -4.77040 -1.27567 -0.18994
C -4.07683 -2.44897 -0.95822
C -2.73012 -2.56926 -0.24344
C -1.62918 -1.87447 1.77701
H -5.75334 -4.38857 5.81656
H -4.90316 -2.91259 5.84965
H -3.98988 -4.54583 5.83837
H -5.92783 -3.64625 3.60254
H -4.85483 -4.95218 3.63065
H -2.87776 -3.39935 3.75774
H -3.90483 -1.99253 3.79164
H -4.72468 -3.07443 1.38909
H -3.20536 -4.08485 1.60427
H -3.17587 -0.10558 0.59536
H -4.38125 -0.66614 1.86575
H -4.93575 -0.54592 -0.93380
H -5.67105 -1.53841 0.28131
H -3.98923 -2.25232 -2.00910
H -4.70513 -3.35206 -0.96199
H -2.04034 -1.88390 -0.73813
H -2.29058 -3.57309 -0.28213
H -1.82004 -1.41305 2.73857
H -1.00415 -1.28820 1.14445
H -1.14891 -2.81410 1.84337
C 2.67797 1.59641 -8.56675
C 2.83594 2.05549 -7.07012
C 2.47157 0.88436 -6.17136
C 2.63378 1.19168 -4.64924
N 2.48983 -0.07221 -3.73400
C 3.04788 -1.37160 -4.32693
C 2.38710 -2.38897 -3.34988
C 1.02767 -1.83930 -2.98619
C 1.07339 -0.43982 -3.42041
C 3.15973 0.26811 -2.43837
H 2.82571 2.48927 -9.12872
H 1.71525 1.24258 -8.76361
H 3.42423 0.83546 -8.82872
H 2.17610 2.89977 -6.99200
H 3.80528 2.41778 -6.84009
H 3.03308 0.00020 -6.40796
H 1.37167 0.68803 -6.40709
H 1.87929 1.82073 -4.29355
H 3.62957 1.60151 -4.38781
H 4.10727 -1.31882 -4.32727
H 2.71935 -1.60844 -5.30080
H 2.98242 -2.56397 -2.50469
H 2.22325 -3.37364 -3.84496
H 0.74745 -1.98478 -1.96052
H 0.26160 -2.34628 -3.65080
H 0.73293 0.32781 -2.69193
H 0.50225 -0.30964 -4.34495
H 3.33890 -0.64824 -1.86854
H 2.53856 0.94080 -1.87996
H 4.10197 0.76539 -2.58705
Cl -0.27631 0.60651 -0.21412

=====

No. 3
104
Properties=species:S:1:pos:R:3 method="wB97M-V/def2-TZVPD" gap_ev=7.279 max_force_ha_per_bohr=0.0248 charge=-1 e_homo_ev=-5.2635
C -1.07042 2.48900 -1.44836
C -2.26285 3.41679 -1.52136
O -1.82307 4.72318 -1.94656
C -3.38380 2.94725 -2.46985
O -3.40189 1.57444 -2.69099
P -2.73433 1.05082 -4.23089
C -1.85060 0.56560 -5.85232
C -1.51160 -0.72490 -6.24667
C -0.82992 -0.93594 -7.44544
C -0.47247 0.12630 -8.26539
C -0.82419 1.41836 -7.88983
C -1.50028 1.62329 -6.69273
O -3.94034 -0.16253 -4.38540
C -3.66513 -1.37728 -3.76278
C -2.30825 -1.27688 -3.06249
O -2.44675 -1.55174 -1.62366
N -1.80597 -2.75323 -1.30575
O -2.55066 -3.64426 -1.15370
O -1.74143 -0.08893 -3.32252
H -0.33481 2.96784 -0.79403
H -0.58758 2.35423 -2.41185
H -1.30444 1.51765 -1.02700
H -2.64353 3.53551 -0.50919
H -0.96698 4.61982 -2.36647
H -4.33184 3.19875 -1.98003
H -3.37570 3.52755 -3.39677
H -3.62248 1.91115 -4.96544
H -1.78167 2.12659 -4.15473
H -1.76900 -1.56873 -5.62618
H -0.55424 -1.94653 -7.72138
H 0.07475 -0.03984 -9.18092
H -0.57092 2.26975 -8.50635
H -1.76498 2.62915 -6.38778
H -4.43051 -1.71128 -3.05844
H -3.66084 -2.14716 -4.54422
H -1.61976 -2.05383 -3.42766
C 1.68234 -3.71963 -0.24071
C 2.76276 -3.89748 -1.30078
C 3.11619 -2.60094 -2.04779
O 2.18125 -2.21011 -3.02850
C 1.05895 -1.47338 -2.55432
N 2.35869 -4.96772 -2.21881
H 0.69033 -3.60914 -0.68071
H 1.64503 -4.58508 0.41987
H 1.87993 -2.84023 0.37614
H 3.67306 -4.22511 -0.78715
H 4.05079 -2.77110 -2.59262
H 3.30011 -1.77867 -1.34244
H 1.33617 -0.81677 -1.72406
H 0.24959 -2.13309 -2.24144
H 0.69217 -0.86091 -3.37704
H 3.11825 -5.15304 -2.86807
H 1.61548 -4.59833 -2.80656
C -0.26087 4.09105 4.93677
C -0.39032 2.98251 3.90074
C -0.33334 3.48748 2.45332
O -1.52187 4.09380 1.98967
C -1.68377 5.45606 2.32274
N -1.60707 2.20839 4.17010
H -1.17555 4.67812 5.03609
H -0.04898 3.66560 5.91884
H 0.55556 4.76199 4.68070
H 0.46635 2.31513 4.03419
H -0.17965 2.62443 1.79905
H 0.52240 4.15933 2.30600
H -0.72504 5.98420 2.33201
H -2.17772 5.57693 3.29134
H -2.32165 5.90407 1.56080
H -1.64061 1.41138 3.54023
H -2.39973 2.77823 3.88649
C 4.04571 2.43262 4.56029
C 3.98587 3.56169 3.53644
C 5.34185 4.23353 3.27880
O 5.75914 5.12930 4.29228
C 6.40399 4.53214 5.39995
N 2.95749 4.51987 3.95137
H 4.13459 2.81019 5.57915
H 3.13345 1.83796 4.51646
H 4.88964 1.76757 4.36607
H 3.66679 3.12252 2.58637
H 5.25132 4.84162 2.37504
H 6.12255 3.48605 3.08619
H 7.00843 3.67211 5.09686
H 5.68601 4.22229 6.16335
H 7.06082 5.28190 5.84105
H 2.84295 5.22050 3.22303
H 3.32546 5.04509 4.74090
C -1.85481 -4.80427 2.08314
C -1.09856 -6.05526 1.65801
C -1.84326 -7.36680 1.93797
O -1.82224 -7.78402 3.29221
C -2.80234 -7.18912 4.11941
N 0.23337 -6.01654 2.26390
H -1.84123 -4.65046 3.16297
H -1.38793 -3.93151 1.62796
H -2.89537 -4.83423 1.75446
H -0.96537 -5.99274 0.57388
H -1.34400 -8.16527 1.38243
H -2.87668 -7.31751 1.57154
H -3.73485 -7.01414 3.57500
H -2.44881 -6.24765 4.54691
H -3.00172 -7.87800 4.94082
H 0.79204 -6.78120 1.89349
H 0.15494 -6.23615 3.25334

=====

No. 4
113
Properties=species:S:1:pos:R:3 method="wB97M-V/def2-TZVPD" gap_ev="2.051 / 9.171" max_force_ha_per_bohr=0.0496 charge=-1 e_homo_ev="-0.2174 / -7.3510" spin_multiplicity=2
C -3.91819 1.12354 1.85228
C -2.86678 1.38405 0.76435
C -2.12905 -0.00562 0.56271
C -0.89525 0.05927 -0.38285
N 0.00844 -1.19742 -0.38142
C 0.83951 -1.37736 0.91896
C 2.10653 -2.20881 0.49145
C 2.35287 -1.80561 -0.95086
C 1.08982 -1.06271 -1.50443
C -0.88604 -2.42654 -0.80872
H -4.61395 1.93279 2.07398
H -3.51313 0.69553 2.76925
H -4.58585 0.36108 1.45106
H -2.13712 2.12331 1.09479
H -3.34501 1.76846 -0.13655
H -2.79500 -0.82185 0.28274
H -1.83057 -0.31038 1.56577
H -0.23761 0.89166 -0.13239
H -1.09247 0.17420 -1.44868
H 0.28014 -1.90575 1.69097
H 1.16259 -0.40313 1.28584
H 1.89384 -3.27743 0.52187
H 2.92042 -2.10267 1.20870
H 2.82599 -2.64233 -1.46480
H 3.12225 -1.03533 -0.89764
H 0.74235 -1.33835 -2.50011
H 1.34918 -0.00444 -1.53435
H -0.10123 -3.13001 -1.08677
H -1.56683 -2.16136 -1.61760
H -1.45638 -2.72409 0.07121
Cl -2.79697 -0.74298 -4.68001
O -3.25300 0.62480 -4.89047
O -1.50448 -0.66342 -3.97935
O -3.77789 -1.40198 -3.85581
O -2.65961 -1.43542 -5.92863
C -1.66356 -0.54918 5.11440
C -2.01531 -1.96703 4.74440
O -2.51983 -2.14468 3.39451
O -2.78291 0.30509 5.18483
H -0.98856 -0.17662 4.34389
H -1.13615 -0.56211 6.06822
H -2.72528 -2.44760 5.41753
H -1.06934 -2.50851 4.75006
H -3.29032 -1.57664 3.32191
H -2.42595 1.13680 5.50489
C 5.68020 0.81540 -3.48636
C 6.00189 -0.09616 -2.31786
O 7.40194 -0.26864 -2.25432
O 5.92215 2.18558 -3.04131
H 4.62715 0.75804 -3.76187
H 6.30666 0.58855 -4.34901
H 5.63939 -1.11547 -2.45094
H 5.56474 0.32430 -1.41221
H 7.76745 0.61883 -2.27446
H 5.70845 2.77943 -3.76470
C -7.35557 0.22561 4.29557
C -5.85603 0.30238 4.67654
O -5.39388 -0.94585 5.15551
O -7.66627 -0.65893 3.21438
H -7.78910 1.19796 4.06169
H -8.03514 -0.06804 5.09560
H -5.73918 1.03852 5.47187
H -5.28704 0.66256 3.81944
H -4.54480 -0.78268 5.57270
H -6.94116 -0.67286 2.58540
Cl 2.14939 -3.91546 3.75252
C 3.12877 -2.95082 4.91237
C 3.20250 -1.50716 4.41462
Cl 1.57967 -0.86075 4.64659
H 4.10613 -3.42016 5.02461
H 2.71484 -2.97630 5.92040
H 3.46595 -1.50615 3.35694
H 3.87511 -0.76974 4.85271
Cl 3.62915 -2.00534 -4.95627
C 2.64638 -1.53576 -6.41344
C 1.40225 -0.73786 -6.03319
Cl 1.70781 0.89170 -5.34021
H 2.18200 -2.44481 -6.79565
H 3.33366 -1.01007 -7.07631
H 0.89377 -1.32669 -5.26977
H 0.83202 -0.55147 -6.94324
Cl -2.00810 5.69056 -3.83474
C -2.84582 4.30508 -2.99820
C -1.83881 3.12881 -2.78931
Cl -0.64951 3.51513 -1.52983
H -3.78235 4.08206 -3.50935
H -3.30658 4.68677 -2.08709
H -1.25683 3.11023 -3.71075
H -2.30194 2.15860 -2.60959
Cl 4.81333 -4.62307 -2.13541
C 3.86332 -5.59442 -3.39202
C 4.69742 -5.99948 -4.57315
Cl 3.79492 -6.81424 -5.89103
H 2.95017 -5.06387 -3.66177
H 3.53969 -6.52015 -2.91621
H 5.45936 -6.72424 -4.28630
H 5.21899 -5.14635 -5.00701
Cl -1.85863 8.14549 -0.12717
C -1.91987 6.48104 0.57287
C -3.31988 6.17628 0.99890
Cl -3.50969 4.63451 1.77790
H -1.20759 6.42004 1.39570
H -1.79541 5.86870 -0.32024
H -3.94792 6.27923 0.11399
H -3.89074 6.83818 1.65013
Cl 2.66081 1.60336 0.28474
C 3.04479 2.66655 1.66557
C 2.12693 2.45751 2.93911
Cl 0.42668 2.67360 2.56901
H 2.91763 3.68423 1.29644
H 4.10452 2.45163 1.80296
H 2.54358 3.16510 3.65591
H 2.30211 1.53844 3.49832

=====

| no. | calculated total energy (Ha) |
| --- | --- |
| 1 | -3648.692587 |
| 2 | -1688.639864 |
| 3 | -2432.747472 |
| 4 | -7855.238718 |